i:
Below is C6H11ClO in the gas phase, with properties calculated with ωB97M-V with the def2-TZVPD basis set.

Last column: Löwdin charge in e.
Element x y z (Å)
1 C -0.815 -1.562 2.104  -0.075
2 C -1.623 -0.860 0.868  -0.177
3 C -0.538 -0.014 0.088  -0.327
4 C 0.060 1.202 0.639  -0.353
5 C 0.304 -0.404 -0.921  -0.583
6 C 0.235 -1.775 -1.767  -0.105
7 H -0.687 -0.687 2.711  0.049
8 H 0.255 -1.944 1.987  0.091
9 H -1.577 -2.408 2.182  0.085
10 H -2.415 -0.160 1.208  0.084
11 H -2.353 -1.421 -0.078  0.178
12 H 0.591 1.888 -0.176  0.038
13 H 0.974 0.730 1.325  0.165
14 H -0.610 2.749 1.380  0.091
15 H -0.467 -2.486 -1.115  0.091
16 H -0.244 -1.562 -2.800  0.074
17 H 1.441 -2.047 -1.954  0.115
18 O -1.069 1.877 1.327  -0.100
19 Cl 1.642 0.753 -1.256  0.660

HOMO-LUMO gap: 9.36 eV
HOMO: -8.675 eV
Structure (SMILES): CC/C(CO)=C(\C)Cl
M: 134.61 g mol⁻¹


ii:
Below is C6H11ClO in the gas phase, with properties calculated with ωB97M-V with the def2-TZVPD basis set.

Last column: Löwdin charge in e.
Element x y z (Å)
1 C -1.418 -1.555 -0.552  -0.013
2 C -1.000 -0.079 -0.350  -0.385
3 C -0.219 1.147 1.490  -0.167
4 C 0.656 1.510 0.268  -0.174
5 C 0.446 0.294 -0.606  -0.817
6 C 1.482 -0.797 -0.227  -0.082
7 H -0.836 -2.245 0.037  0.076
8 H -1.344 -1.859 -1.578  0.076
9 H -2.443 -1.651 -0.260  0.074
10 H -1.594 0.634 -0.964  0.147
11 H 0.402 0.762 2.319  0.126
12 H -0.806 1.984 1.828  0.111
13 H 1.689 1.772 0.546  0.128
14 H 0.204 2.341 -0.252  0.097
15 H 2.557 -0.399 -0.191  0.111
16 H 1.425 -1.519 -0.993  0.046
17 H 1.163 -1.222 0.760  0.105
18 O -1.096 0.118 1.050  -0.110
19 Cl 0.733 0.765 -2.325  0.651

HOMO-LUMO gap: 10.90 eV
HOMO: -9.968 eV
Structure (SMILES): C[C@H]1OCC[C@]1(C)Cl
M: 134.61 g mol⁻¹


Least stable: i


i:
Below is C8H6N2O2S in the gas phase, with properties calculated with ωB97M-V with the def2-TZVPD basis set.

Last column: Löwdin charge in e.
Element x y z (Å)
1 C 2.427 1.828 0.261  -0.160
2 C 1.413 0.891 -0.102  -0.247
3 C 0.230 1.492 -0.191  -0.271
4 C -0.705 -0.650 0.429  -0.591
5 C -2.819 0.417 0.118  -0.553
6 C 1.658 -0.533 -0.514  -0.100
7 C 0.219 -1.066 -0.680  -0.114
8 C -2.216 1.785 0.828  -0.260
9 N 3.193 2.641 0.554  0.195
10 N -1.862 -0.361 -0.183  0.129
11 O -0.520 -0.570 1.642  0.050
12 O -4.011 0.438 -0.189  0.038
13 S -1.059 2.458 -0.388  1.150
14 H 2.240 -0.372 -1.414  0.133
15 H 2.233 -0.992 0.281  0.133
16 H 0.225 -2.209 -0.835  0.157
17 H -0.074 -0.609 -1.663  0.137
18 H -3.025 2.627 0.896  0.124
19 H -1.598 1.565 1.650  0.050

HOMO-LUMO gap (alpha / beta): 6.87 / 6.87 eV
HOMO (alpha / beta): -9.442 / -9.442 eV
M: 194.22 g mol⁻¹


ii:
Below is 2 unconnected molecules or ions with the total composition C8H6N2O2S, with properties calculated with ωB97M-V with the def2-TZVPD basis set.

Last column: Löwdin charge in e.
Element x y z (Å)
1 C 1.296 -2.841 -0.542  -0.236
2 C 1.345 2.193 -0.324  -0.090
3 C 0.556 1.590 -1.289  -0.061
4 C 1.196 1.956 1.060  -0.088
5 C -0.284 0.551 -0.805  -0.066
6 C 0.337 1.002 1.518  -0.102
7 C -0.404 0.291 0.567  -0.324
8 C 0.541 -3.208 -1.584  -0.226
9 N 1.977 -2.664 0.387  0.220
10 N -0.162 -3.421 -2.480  0.214
11 O -2.828 -0.247 0.641  -0.324
12 O -1.180 -2.279 0.530  -0.496
13 S -1.547 -1.046 1.275  0.952
14 H 1.702 3.218 -0.612  0.120
15 H 0.617 1.893 -2.351  0.115
16 H 1.544 2.741 1.636  0.081
17 H -1.137 0.042 -1.208  0.096
18 H 0.114 0.871 2.609  0.123
19 H -3.683 -0.640 0.972  0.092

HOMO-LUMO gap: 9.84 eV
HOMO: -9.692 eV
M: 194.22 g mol⁻¹


Least stable: i


i:
Below is 2 unconnected molecules or ions with the total composition C4H7FINO, with properties calculated with ωB97M-V with the def2-TZVPD basis set.

Last column: Löwdin charge in e.
Element x y z (Å)
1 C -0.078 0.819 2.058  -0.407
2 C 0.055 0.231 -1.740  -0.035
3 C -1.377 -0.065 0.387  -0.550
4 C -0.466 -0.714 -0.632  -0.513
5 N 0.056 -0.023 3.035  0.159
6 O 0.457 1.852 1.863  0.092
7 F 0.634 -1.286 0.060  -0.086
8 I -2.589 -1.356 1.622  0.803
9 H 0.437 1.246 -1.221  0.134
10 H -0.906 0.470 -2.322  0.104
11 H 0.776 -0.328 -2.258  0.048
12 H -1.838 0.938 0.088  0.071
13 H -0.901 -1.648 -0.933  0.104
14 H -0.484 -0.777 3.193  -0.037
15 H 0.830 0.173 3.598  0.113

HOMO-LUMO gap: 8.72 eV
HOMO: -8.374 eV
M: 231.01 g mol⁻¹


ii:
Below is a molecular structure, C4H7FINO, with properties calculated with ωB97M-V with the def2-TZVPD basis set.

Last column: Löwdin charge in e.
Element x y z (Å)
1 C -1.278 0.702 0.493  -0.660
2 C 2.018 0.175 0.271  -0.040
3 C -0.734 0.287 -0.863  -0.612
4 C 1.049 -0.586 -0.717  -0.332
5 N -2.196 -0.118 1.103  0.149
6 O -0.924 1.749 0.937  0.066
7 F 0.740 -1.750 -0.210  -0.017
8 I -1.874 -0.889 -2.176  0.840
9 H 2.295 1.165 -0.062  0.060
10 H 2.964 -0.431 0.084  0.100
11 H 1.478 0.365 1.255  0.099
12 H -0.249 1.207 -1.359  0.091
13 H 1.490 -0.739 -1.669  0.102
14 H -2.347 -1.050 0.827  0.044
15 H -2.432 -0.088 2.083  0.109

HOMO-LUMO gap: 9.61 eV
HOMO: -9.125 eV
M: 231.01 g mol⁻¹


Least stable: i


i:
Below is 2 unconnected molecules or ions with the total composition H2N3O3P, with properties calculated with ωB97M-V with the def2-TZVPD basis set.

Last column: Löwdin charge in e.
Element x y z (Å)
1 N -1.426 -1.346 0.018  -0.481
2 N -0.258 -1.583 0.084  -0.081
3 N -2.308 -0.391 -0.246  -0.189
4 O 2.118 0.516 -1.339  -0.560
5 O 0.818 1.664 0.595  -0.382
6 O 2.782 -0.006 1.017  -0.536
7 P 1.639 0.182 0.062  0.278
8 H -0.070 1.897 0.300  -0.026
9 H -3.295 -0.933 -0.490  -0.023

HOMO-LUMO gap (alpha / beta): 5.76 / 5.53 eV
HOMO (alpha / beta): 1.899 / 1.967 eV
Total charge: -2
M: 123.01 g mol⁻¹


ii:
Below is a gas-phase ion, H2N3O3P (charge -2), with properties calculated with ωB97M-V with the def2-TZVPD basis set.

Last column: Löwdin charge in e.
Element x y z (Å)
1 N 0.513 1.178 0.890  -0.255
2 N 0.615 2.113 0.111  -0.140
3 N 0.391 -0.114 0.359  -0.073
4 O 1.735 1.677 -2.241  -0.504
5 O -0.669 0.839 -1.858  -0.506
6 O -0.202 3.362 -2.009  -0.512
7 P 0.358 1.995 -1.674  -0.007
8 H 0.029 0.017 -0.619  -0.020
9 H -0.204 -0.680 0.961  0.017

HOMO-LUMO gap: 7.11 eV
HOMO: 0.658 eV
Total charge: -2
Structure (SMILES): N/N=N\P(=O)([O-])[O-]
M: 123.01 g mol⁻¹


Least stable: i


i:
Below is C2H2N2OS3 in the gas phase, with properties calculated with ωB97M-V with the def2-TZVPD basis set.

Last column: Löwdin charge in e.
Element x y z (Å)
1 C 0.886 0.891 0.872  -0.584
2 C -1.498 0.918 0.274  -0.903
3 N -0.266 0.626 0.702  0.072
4 N -2.321 -1.135 1.011  0.138
5 O -2.487 0.065 0.422  -0.160
6 S -1.811 2.390 -0.464  0.649
7 S 3.428 0.190 -0.569  0.334
8 S 2.449 1.058 1.160  0.603
9 H -3.245 -1.569 0.990  0.065
10 H 3.511 1.335 -1.240  -0.213

HOMO-LUMO gap (alpha / beta): 6.99 / 6.04 eV
HOMO (alpha / beta): -8.757 / -7.416 eV
M: 166.25 g mol⁻¹


ii:
Below is C2H2N2OS3 in the gas phase, with properties calculated with ωB97M-V with the def2-TZVPD basis set.

Last column: Löwdin charge in e.
Element x y z (Å)
1 C -0.372 -0.662 -0.004  -0.794
2 C 1.654 -0.061 -0.056  -0.927
3 H -1.183 -2.866 -0.779  0.012
4 H -1.559 2.787 0.645  -0.202
5 N 0.783 -1.136 -0.188  0.077
6 N -0.494 0.640 0.616  -0.182
7 O 1.042 0.987 0.420  -0.121
8 S -1.876 -1.690 -0.048  0.725
9 S 3.348 -0.086 -0.201  0.626
10 S -1.342 2.086 -0.404  0.787

HOMO-LUMO gap: 7.19 eV
HOMO: -8.702 eV
Structure (SMILES): S=c1nc(S)n(S)o1
M: 166.25 g mol⁻¹


Least stable: i